# 1
Formula: C3BrF3O2
Source: the OMol25 dataset
Level of theory: ωB97M-V with the def2-TZVPD basis set

Each atom is followed by the atoms it is bonded to, with distances in Å.
CARTESIAN COORDINATES (ANGSTROEM)
1 Br -4.00157 -0.09868 0.53164  C9 1.927
2 F 2.84507 0.03543 -0.53726  C8 1.305
3 F 1.06093 0.98811 0.15078  C8 1.321
4 F 2.19693 -0.25681 1.54538  C8 1.363
5 O -2.23690 1.47232 -1.00936  C9 1.153
6 O -0.22789 -1.28363 -0.47003  C7 1.210
7 C 0.94708 -1.36903 -0.19498  O6 1.210, C8 1.603
8 C 1.81159 -0.09437 0.24836  F2 1.305, F3 1.321, F4 1.363, C7 1.603
9 C -2.39523 0.60664 -0.26453  Br1 1.927, O5 1.153

ΔE to the lowest compared entry with this formula, charge and spin (kJ/mol): 221.16
Total charge: 0

# 2
Formula: C40H63Br4ClF6N6O6P
Source: the OMol25 dataset
Level of theory: ωB97M-V with the def2-TZVPD basis set

Each atom is followed by the atoms it is bonded to, with distances in Å.
CARTESIAN COORDINATES (ANGSTROEM)
1 Br -4.92031 -1.90439 2.04272  C37 1.999
2 Br -3.42068 1.50869 3.40445  C36 2.002
3 Br 3.18166 3.14558 -1.35328  C51 1.968
4 Br -0.41563 3.31710 -2.69302  C61 1.980
5 Cl 0.62781 -3.82784 1.50320  C54 1.825
6 P -1.70939 -3.77222 -0.66006  O17 1.463, N24 1.897, H108 1.401, H109 1.398
7 F 1.13427 4.73544 -0.72699  C51 1.323
8 F 1.60843 3.22444 0.80816  C51 1.344
9 F 2.17738 -0.07491 0.29834  C43 1.328
10 F 0.94491 1.34784 -1.50611  C61 1.343
11 F 2.15225 -1.16593 -1.54820  C43 1.367
12 F 2.76978 -2.18632 0.22699  C43 1.321
13 O -2.15518 0.34826 -1.38291  C44 1.308, C53 1.454
14 O -0.38679 -0.90959 -0.87586  C25 1.396, C53 1.401
15 O 2.87106 -5.73400 -3.27184  N23 1.299
16 O -1.54278 7.43197 2.98964  N19 1.298
17 O -1.26966 -3.22381 -1.94265  P6 1.463
18 O -4.53005 -0.64195 -0.81919  C50 1.425, C63 1.412
19 N -0.41520 7.65790 3.59150  O16 1.298, C41 1.497, C52 1.498
20 N -2.88221 -3.60989 4.31912  C45 1.328, C47 1.316
21 N 2.46705 -1.47724 2.93367  C40 1.462, H94 1.007, H120 1.008
22 N -1.57175 -0.34419 -3.66041  C44 1.150
23 N 2.51049 -5.48897 -4.49568  O15 1.299, C30 1.495, C35 1.498
24 N -1.70744 -2.59947 0.83055  P6 1.897, C33 1.512, C54 1.570, C58 1.590
25 C 0.45008 -1.77770 -0.17188  O14 1.396, C43 1.551, C54 1.554, H98 1.095
26 C 2.78645 -6.37772 -6.83345  C35 1.542, H87 1.088, H90 1.090, H125 1.091
27 C 1.25164 -3.76744 -5.80204  C30 1.547, H74 1.090, H75 1.085, H86 1.091
28 C -1.48973 6.22896 5.31992  C41 1.527, H73 1.091, H96 1.089, H103 1.090
29 C -3.23544 -5.44822 2.88779  C45 1.388, C55 1.379, H106 1.081
30 C 2.28206 -4.02268 -4.67729  N23 1.495, C27 1.547, C34 1.524, C60 1.534
31 C -0.93233 0.88326 0.59987  C32 1.535, C53 1.551, H102 1.091, H115 1.091
32 C -0.78087 2.26063 -0.06068  C31 1.535, C61 1.533, H117 1.095, H122 1.081
33 C -2.27546 -3.42438 1.96280  N24 1.512, C47 1.401, C55 1.402
34 C 1.64867 -3.42283 -3.42823  C30 1.524, H67 1.089, H99 1.090, H112 1.090
35 C 3.43574 -6.18156 -5.44868  N23 1.498, C26 1.542, C57 1.526, C64 1.529
36 C -4.00794 0.70961 1.66575  Br2 2.002, C37 1.559, C42 1.531, H124 1.080
37 C -3.38013 -0.71546 1.58618  Br1 1.999, C36 1.559, C58 1.565, H101 1.081
38 C 0.71747 7.15631 5.76697  C41 1.546, H65 1.085, H69 1.091, H116 1.090
39 C 4.49554 -3.93315 -5.98471  C60 1.527, C64 1.527, H71 1.093, H76 1.092
40 C 1.23792 -0.68725 2.87264  N21 1.462, C62 1.538, H77 1.096, H97 1.088
41 C -0.17958 6.60946 4.63307  N19 1.497, C28 1.527, C38 1.546, C56 1.534
42 C -3.89643 1.84176 0.64173  C36 1.531, H66 1.084, H105 1.083, H110 1.093
43 C 1.91691 -1.27549 -0.20633  F9 1.328, F11 1.367, F12 1.321, C25 1.551
44 C -1.76466 0.03647 -2.59220  O13 1.308, N22 1.150
45 C -3.32578 -4.84775 4.13553  N20 1.328, C29 1.388, H78 1.082
46 C 1.85050 8.67433 3.17809  C52 1.542, H68 1.091, H118 1.088, H123 1.090
47 C -2.39321 -2.96507 3.28117  N20 1.316, C33 1.401, H114 1.080
48 C 1.57143 5.58463 3.05436  C56 1.527, C59 1.519, H93 1.093, H95 1.088
49 C 0.12717 8.80212 1.46056  C52 1.526, H85 1.089, H104 1.091, H107 1.089
50 C -5.75812 -1.14804 -1.33544  O18 1.425, H80 1.093, H92 1.093, H127 1.087
51 C 1.43667 3.46686 -0.50238  Br3 1.968, F7 1.323, F8 1.344, C61 1.581
52 C 0.65765 7.90492 2.57523  N19 1.498, C46 1.542, C49 1.526, C59 1.527
53 C -1.47979 -0.28459 -0.26191  O13 1.454, O14 1.401, C31 1.551, C58 1.605
54 C -0.21233 -2.24645 1.15285  Cl5 1.825, N24 1.570, C25 1.554, C62 1.548
55 C -2.71059 -4.74958 1.82138  C29 1.379, C33 1.402, H79 1.079
56 C 0.41212 5.33568 4.01593  C41 1.534, C48 1.527, H89 1.092, H113 1.097
57 C 3.74110 -7.58923 -4.94399  C35 1.526, H82 1.091, H83 1.088, H126 1.089
58 C -2.52291 -1.29967 0.41414  N24 1.590, C37 1.565, C53 1.605, C63 1.565
59 C 1.16293 6.58817 1.98966  C48 1.519, C52 1.527, H81 1.093, H119 1.095
60 C 3.59433 -3.27363 -4.94380  C30 1.534, C39 1.527, H88 1.091, H121 1.095
61 C 0.34963 2.47134 -1.07508  Br4 1.980, F10 1.343, C32 1.533, C51 1.581
62 C -0.02792 -1.46532 2.47712  C40 1.538, C54 1.548, H72 1.094, H91 1.086
63 C -3.55760 -1.65963 -0.70391  O18 1.412, C58 1.565, H84 1.094, H100 1.093
64 C 4.73695 -5.39609 -5.61803  C35 1.529, C39 1.527, H70 1.092, H111 1.095
65 H 1.46926 7.86742 5.44185  C38 1.085
66 H -3.07049 2.49865 0.89147  C42 1.084
67 H 2.34113 -3.40874 -2.58802  C34 1.089
68 H 1.51022 9.54738 3.73620  C46 1.091
69 H 1.23733 6.34303 6.27525  C38 1.091
70 H 5.34736 -5.87853 -6.38404  C64 1.092
71 H 4.05833 -3.84323 -6.98248  C39 1.093
72 H -0.85362 -0.76392 2.62647  C62 1.094
73 H -1.26679 5.57819 6.16688  C28 1.091
74 H 1.38494 -2.77343 -6.22976  C27 1.090
75 H 1.29268 -4.47983 -6.61879  C27 1.085
76 H 5.45063 -3.40573 -6.02054  C39 1.092
77 H 1.03004 -0.38143 3.90437  C40 1.096
78 H -3.76034 -5.40096 4.95823  C45 1.082
79 H -2.67070 -5.33706 0.91771  C55 1.079
80 H -5.57469 -1.80375 -2.19030  C50 1.093
81 H 2.00587 6.78834 1.32393  C59 1.093
82 H 2.82233 -8.15304 -4.77412  C57 1.091
83 H 4.31319 -7.58108 -4.01807  C57 1.088
84 H -3.10594 -1.78155 -1.69232  C63 1.094
85 H 0.94045 9.05525 0.78136  C49 1.089
86 H 0.23572 -3.82322 -5.40803  C27 1.091
87 H 2.72229 -5.46399 -7.41980  C26 1.088
88 H 3.36522 -2.24900 -5.24187  C60 1.091
89 H 0.72784 4.65853 4.81217  C56 1.092
90 H 3.38852 -7.06774 -7.42400  C26 1.090
91 H -0.11904 -2.18366 3.28711  C62 1.086
92 H -6.33307 -1.68224 -0.57495  C50 1.093
93 H 2.45591 5.91390 3.60663  C48 1.093
94 H 2.72547 -1.66809 3.88827  N21 1.007
95 H 1.84919 4.65167 2.56820  C48 1.088
96 H -2.16675 5.69287 4.65626  C28 1.089
97 H 1.38250 0.27186 2.37922  C40 1.088
98 H 0.60950 -2.69203 -0.75215  C25 1.095
99 H 0.75930 -3.98081 -3.13673  C34 1.090
100 H -4.09203 -2.58390 -0.47042  C63 1.093
101 H -2.80310 -0.78293 2.49813  C37 1.081
102 H -1.47730 1.04032 1.53239  C31 1.091
103 H -2.00933 7.11028 5.69584  C28 1.090
104 H -0.27952 9.73000 1.86470  C49 1.091
105 H -3.91063 1.55118 -0.40163  C42 1.083
106 H -3.57876 -6.46564 2.76127  C29 1.081
107 H -0.65023 8.31624 0.87343  C49 1.089
108 H -3.03088 -4.22476 -0.76386  P6 1.401
109 H -0.95982 -4.89173 -0.28527  P6 1.398
110 H -4.76616 2.48754 0.78486  C42 1.093
111 H 5.31413 -5.43839 -4.68873  C64 1.095
112 H 1.34797 -2.39464 -3.62975  C34 1.090
113 H -0.38102 4.81169 3.46837  C56 1.097
114 H -2.04799 -1.97175 3.52609  C47 1.080
115 H 0.06930 0.61724 0.94029  C31 1.091
116 H 0.11491 7.67996 6.50960  C38 1.090
117 H -0.58083 2.93830 0.77646  C32 1.095
118 H 2.47850 8.06902 3.82855  C46 1.088
119 H 0.38203 6.13292 1.37087  C59 1.095
120 H 3.22696 -1.02825 2.44665  N21 1.008
121 H 4.15704 -3.20006 -4.00687  C60 1.095
122 H -1.69512 2.65460 -0.48118  C32 1.081
123 H 2.50210 9.02376 2.37760  C46 1.090
124 H -5.06260 0.61402 1.87679  C36 1.080
125 H 1.78618 -6.80345 -6.74057  C26 1.091
126 H 4.33203 -8.12071 -5.68877  C57 1.089
127 H -6.33980 -0.28701 -1.65531  C50 1.087

Electronic energy (Eh): -14038.171726
<S²>: 2.008
Spin multiplicity: 3
Total charge: +1

# 3
Formula: C5H10O
Source: the OMol25 dataset
Level of theory: ωB97M-V with the def2-TZVPD basis set

Each atom is followed by the atoms it is bonded to, with distances in Å.
CARTESIAN COORDINATES (ANGSTROEM)
1 O 0.34053 0.01971 1.38981  C3 1.405, C4 1.416
2 C 1.39719 0.59416 -0.60110  C3 1.525, C5 1.529, H7 1.088, H12 1.089
3 C 0.79440 1.14775 0.68551  O1 1.405, C2 1.525, H15 1.096, H16 1.096
4 C -0.27701 -0.81713 0.42945  O1 1.416, C5 1.562, C6 1.572, H9 1.117
5 C 0.42913 -0.54069 -0.93608  C2 1.529, C4 1.562, H10 1.091, H13 1.098
6 C -1.81686 -0.50916 0.35802  C4 1.572, H8 1.095, H11 1.088, H14 1.132
7 H 2.39759 0.20352 -0.42647  C2 1.088
8 H -2.27616 -0.69633 1.33454  C6 1.095
9 H 0.00112 -1.83607 0.79280  C4 1.117
10 H -0.32402 -0.20063 -1.64790  C5 1.091
11 H -2.20657 -1.20977 -0.37741  C6 1.088
12 H 1.42088 1.32755 -1.40558  C2 1.089
13 H 0.95526 -1.37677 -1.41566  C5 1.098
14 H -2.25146 0.48947 0.05081  C6 1.132
15 H -0.07344 1.75339 0.40217  C3 1.096
16 H 1.48941 1.65100 1.36708  C3 1.096

ΔE to the lowest compared entry with this formula, charge and spin (kJ/mol): 70.42
SMILES: C[C@H]1CCCO1
Total charge: 0